(1)
A structure of composition C13H34Cl2N4O6V, computed with ωB97M-V/def2-TZVPD.

Calculated values
* frontier orbital gap (alpha / beta): 9.20 / 3.87 eV
* expectation value of S²: 2.0290
* highest occupied orbital energy (alpha / beta): -11.39 / -11.44 eV
* spin multiplicity: 3
* total charge: +1

```
60
C13H34Cl2N4O6V ωB97M-V/def2-TZVPD
C 1.81 -2.80 -2.82
H 1.33 -1.97 -5.27
H -0.34 4.55 2.37
H -2.45 -0.08 2.25
O 0.17 3.57 0.79
H -2.68 3.58 2.46
H 2.73 -2.27 -2.54
H 0.27 -0.49 3.36
C -1.27 -2.23 3.55
C -0.01 -0.34 -4.98
H -0.74 3.50 -1.01
O -1.21 -0.85 3.86
H 0.47 -3.90 -1.67
C -1.79 3.05 2.11
H -0.80 -1.06 -5.17
C -0.91 4.14 1.54
C 1.48 -0.05 1.82
O 0.16 1.13 -1.46
O 1.33 -2.50 -0.49
C 1.44 -3.42 -1.56
N 1.21 -0.26 3.05
H 0.96 3.52 -1.16
H 0.81 -4.15 0.73
H 1.89 -3.58 -3.58
H 3.14 0.49 2.57
N 2.67 0.26 1.71
C 1.30 -3.18 0.80
C 0.15 3.94 -0.56
H 0.88 -2.63 1.64
C -2.27 -0.06 3.32
H -1.53 1.29 4.92
H 2.07 -0.55 -4.44
H -0.91 -2.44 2.54
Cl -1.75 -1.24 -1.02
H 0.37 0.17 -5.87
H -2.42 0.47 -3.69
C -1.68 1.18 -4.05
H -0.62 -2.80 4.21
V 0.57 -0.36 -1.35
C 1.19 -1.19 -4.52
Cl 3.14 0.25 -1.41
H 2.36 -3.45 0.82
H 3.04 0.22 0.77
O -0.34 0.60 -3.91
C -2.03 1.44 3.97
H -0.04 -2.11 -3.40
H -1.95 1.52 -5.05
H -3.14 -0.52 3.79
O 0.74 -0.16 0.88
H -2.25 -2.66 3.77
H -0.42 1.85 2.77
H -1.63 2.06 -3.40
H -2.05 2.31 1.35
H -1.46 4.90 0.99
H -2.98 1.93 4.18
H 2.20 -4.19 -1.42
N -1.20 2.33 3.18
H 0.14 5.02 -0.72
H 1.99 -0.08 3.66
N 0.86 -1.72 -3.21
```

Here are the Löwdin charges for atoms 1 to 8, given in e: atom 1 (C): -0.19, atom 2 (H): 0.13, atom 3 (H): 0.14, atom 4 (H): 0.12, atom 5 (O): -0.18, atom 6 (H): 0.15, atom 7 (H): 0.10, atom 8 (H): 0.05

(2)
A cluster of 3 separate species, C2H6N2O in total, computed with ωB97M-V/def2-TZVPD.

Calculated values
* frontier orbital gap: 8.63 eV
* highest occupied orbital energy: -8.88 eV
* ΔE to the lowest compared entry with this formula, charge and spin: 534.1 kJ/mol

```
11
C2H6N2O ωB97M-V/def2-TZVPD
H 1.27 2.51 -0.13
H -1.59 -1.71 0.18
H -1.19 -0.43 1.34
C -1.32 -0.66 0.29
C -0.10 -0.38 -0.56
H 1.70 -0.92 0.57
H -2.16 -0.07 -0.10
H 1.62 0.10 0.76
N 0.89 1.75 -0.72
N 0.69 0.74 -0.04
O 0.18 -0.93 -1.58
```

Here are the Löwdin charges for atoms 1 to 8, given in e: atom 1 (H): 0.08, atom 2 (H): 0.09, atom 3 (H): 0.08, atom 4 (C): 0.00, atom 5 (C): -0.55, atom 6 (H): 0.09, atom 7 (H): 0.09, atom 8 (H): 0.08

(3)
A cluster of 11 separate species, C37H55Cl4FO27 in total, computed with ωB97M-V/def2-TZVPD.

Calculated values
* frontier orbital gap (alpha / beta): 1.76 / 10.42 eV
* expectation value of S²: 0.7508
* highest occupied orbital energy (alpha / beta): -0.02 / -8.68 eV
* spin multiplicity: 2
* total charge: -1

```
124
C37H55Cl4FO27 ωB97M-V/def2-TZVPD
H 19.87 25.34 -13.63
O 9.14 17.67 -7.99
H 13.83 25.47 -6.67
O 22.61 24.45 -11.08
Cl 21.37 15.14 -7.66
Cl 16.25 16.77 -12.49
C 18.46 20.21 -10.22
C 22.77 23.63 -10.15
H 18.87 19.22 -10.42
C 20.67 19.51 -5.43
O 19.73 20.41 -5.52
O 13.86 22.96 -11.88
H 13.08 21.04 -9.60
H 19.46 19.51 -2.56
O 17.82 26.58 -6.74
C 18.24 18.23 -14.48
C 21.29 16.73 -8.45
H 19.79 20.09 -8.63
H 19.69 21.71 -11.17
C 14.25 24.49 -6.43
H 18.13 18.87 -15.36
C 11.80 19.91 -8.40
H 20.11 19.95 -14.93
H 14.13 22.27 -6.95
H 24.78 20.98 -9.52
O 21.62 19.40 -6.28
H 15.15 21.34 -14.59
H 14.36 19.85 -12.03
O 11.70 23.00 -12.52
H 12.17 20.13 -7.40
H 20.91 26.97 -7.22
H 19.59 24.11 -12.28
O 16.50 24.58 -8.97
C 18.43 22.79 -14.64
C 19.36 19.23 -3.61
H 14.79 19.65 -14.34
O 13.00 21.12 -12.87
H 17.71 18.88 -13.78
C 16.70 20.09 -8.75
C 14.89 21.98 -11.81
H 23.64 19.80 -10.05
H 21.74 21.15 -8.92
O 19.97 17.82 -12.78
H 16.93 20.21 -4.04
H 15.82 22.46 -12.12
H 18.61 18.44 -3.71
H 23.64 22.65 -7.44
C 15.16 20.55 -13.84
C 18.92 20.71 -8.85
H 14.29 24.51 -5.34
O 20.61 18.86 -4.26
H 10.43 21.26 -9.50
H 23.93 20.11 -8.31
H 18.99 24.94 -8.45
O 14.62 23.46 -8.44
C 12.71 20.01 -9.57
H 12.31 19.64 -10.51
C 21.05 18.56 -12.32
O 23.00 23.87 -8.89
C 22.70 21.61 -9.16
C 17.53 20.50 -4.90
O 11.25 18.59 -8.23
H 21.22 16.64 -9.53
H 17.20 25.86 -11.82
H 15.08 21.78 -10.75
H 22.23 17.23 -8.20
C 13.87 23.28 -7.29
O 18.35 21.83 -15.40
C 19.70 18.05 -14.14
H 18.54 24.04 -7.11
O 15.65 24.62 -6.83
H 20.54 27.15 -5.49
C 18.00 27.87 -6.85
O 19.57 23.35 -14.18
O 17.13 28.66 -7.17
Cl 19.73 17.57 -8.04
H 18.54 20.75 -12.27
O 15.55 19.98 -8.25
C 19.05 25.90 -6.47
C 20.72 19.14 -14.54
H 10.35 21.57 -7.82
C 12.76 22.41 -12.45
H 13.59 19.43 -9.29
H 17.46 19.78 -5.72
F 12.55 23.28 -7.62
C 9.93 18.63 -8.17
C 18.73 21.23 -11.31
H 19.15 25.51 -5.46
O 22.76 22.28 -10.34
H 18.02 25.60 -14.11
C 17.33 16.20 -11.17
C 19.28 24.79 -7.41
O 9.48 19.84 -8.35
H 17.33 24.09 -11.38
C 20.10 27.04 -6.49
H 17.15 21.45 -5.27
C 17.19 24.83 -12.18
H 20.29 24.39 -7.42
H 17.55 17.41 -14.67
O 17.78 20.42 -8.01
C 19.36 24.43 -13.30
H 17.96 22.00 -11.36
O 21.47 19.33 -13.35
H 21.31 18.64 -15.30
O 21.41 18.59 -11.18
C 17.94 24.73 -13.45
H 16.22 20.34 -13.72
H 19.05 21.78 -8.78
H 17.97 17.00 -10.80
C 14.37 20.78 -12.60
O 19.34 28.22 -6.70
C 15.67 24.23 -8.19
C 10.43 20.75 -8.54
Cl 18.20 14.81 -11.78
H 21.83 22.74 -7.59
O 17.06 19.96 -10.08
H 20.00 17.21 -14.77
C 18.99 20.48 -4.38
H 16.11 24.84 -12.36
H 16.78 15.79 -10.33
C 23.80 20.57 -9.29
O 17.41 23.58 -14.10
H 19.03 21.37 -3.75
C 22.79 22.74 -8.11
```

Here are the Löwdin charges for atoms 1 to 8, given in e: atom 1 (H): 0.15, atom 2 (O): 0.08, atom 3 (H): 0.14, atom 4 (O): 0.09, atom 5 (Cl): 0.51, atom 6 (Cl): 0.54, atom 7 (C): -0.31, atom 8 (C): -0.52

(4)
A cluster of 9 separate species, C48H76ClF5N2O9P in total, computed with ωB97M-V/def2-TZVPD.

Calculated values
* frontier orbital gap: 7.20 eV
* highest occupied orbital energy: -10.09 eV
* total charge: +1

```
142
C48H76ClF5N2O9P ωB97M-V/def2-TZVPD
C 0.76 1.16 -4.74
H 3.36 -2.16 2.33
H 2.03 4.19 -0.59
H -7.02 -5.82 5.90
H 7.77 2.53 4.78
O 6.56 2.30 -4.96
H -4.62 2.07 4.73
H 8.05 5.85 0.07
H -1.00 1.82 -8.76
H 6.00 1.37 -7.84
C 0.18 2.62 -2.21
H -2.95 -4.86 -5.12
H 4.46 0.27 -5.93
C 6.82 3.07 4.74
H -8.49 -5.34 6.81
H -4.53 2.20 7.96
H -3.52 1.07 5.74
H 0.92 -0.47 3.52
H 5.97 2.86 7.44
C 1.08 1.36 -8.78
H 0.04 4.60 -3.56
H 1.55 -7.19 1.88
H -3.22 2.90 -0.55
H -4.46 3.97 8.05
C -3.60 3.14 6.28
H -4.76 -4.30 -7.02
N -0.52 -0.61 1.03
H 2.70 -0.23 4.72
H 6.56 3.22 3.69
C -1.03 0.00 -0.27
C -8.78 -5.58 4.70
C 0.54 2.69 -4.87
F -6.08 -2.36 3.84
H 1.78 -6.73 5.07
H 0.13 -7.01 2.96
H 0.60 3.17 -5.90
H 7.81 3.72 -1.55
C 2.74 3.40 -0.14
H -3.51 0.97 -2.48
H 3.16 0.95 -8.98
C 7.13 6.22 -0.38
H 7.12 4.77 -2.83
H -4.07 -2.32 -2.37
H 6.91 4.04 5.22
O 4.76 1.88 4.79
H -1.11 2.24 0.33
H 6.90 2.82 -7.38
O -5.00 -2.67 -4.42
H 5.15 2.93 -7.63
C -8.10 -5.96 5.99
C 0.42 1.10 -2.36
H 6.18 3.40 -2.19
O -2.75 4.01 6.23
C -3.76 -1.19 1.14
C 0.38 0.23 -0.99
H 2.20 0.58 -10.43
H 6.57 6.78 0.38
H 0.38 -5.88 1.61
C -4.63 3.12 7.38
H 0.69 -0.83 -1.36
P 1.66 2.24 0.90
C -5.56 -1.20 3.20
C -3.66 2.04 5.25
H 2.44 3.30 3.00
C -5.21 -1.50 1.66
H -3.06 -0.72 1.89
H -3.30 -4.26 -3.49
H -6.65 -2.80 -1.47
H 1.02 0.61 -5.72
C 2.99 -1.14 2.70
H -2.25 1.14 1.24
C 0.23 3.47 -3.54
H -6.18 -3.37 -6.50
Cl 3.24 -2.59 5.09
O -2.77 1.56 -2.18
H -8.30 -7.01 6.21
C 5.74 2.26 5.41
C 6.30 5.07 -0.88
C 4.49 1.24 -5.43
H 2.50 0.05 -0.19
O 1.08 1.06 -7.60
C 1.49 0.51 0.14
O -9.43 -6.40 4.07
C 0.78 -0.39 1.30
C 5.74 1.97 -5.81
H -9.16 -4.04 3.28
N 0.70 0.36 -3.56
H 1.84 1.60 3.39
H 3.61 1.83 -5.71
H 3.19 -6.91 3.98
C 1.68 -5.57 3.27
F -1.88 -1.20 -2.34
C 2.46 -6.21 4.39
C -1.84 -1.23 -0.90
H -5.63 3.20 6.95
H 6.83 1.35 7.01
C -0.18 1.81 -9.47
H 2.99 -5.44 4.95
H -6.04 -5.08 -6.03
F -4.44 -0.67 3.92
C -8.62 -4.17 4.22
O 1.70 -4.36 3.10
C -4.38 -2.10 -1.28
H 3.48 4.01 0.51
C -5.48 -4.16 -6.21
H 0.97 -2.12 2.69
H 3.46 -0.34 2.01
C 1.39 -1.04 2.64
C -4.76 -3.74 -4.96
C 3.43 -0.98 4.24
C -3.00 1.79 -0.77
C -1.80 1.32 0.20
H -2.86 2.19 4.52
C -3.74 -4.69 -4.39
H 2.58 2.28 -10.00
C 5.96 2.29 -7.26
H 7.36 6.90 -1.20
H -0.01 3.19 -1.25
C -5.84 -2.38 -0.76
H -0.05 2.83 -9.86
C 0.88 -6.48 2.37
O 5.18 4.86 -0.45
H -4.22 -5.64 -4.13
H 3.27 2.88 -1.01
H -9.03 -3.47 4.95
H -1.01 -1.20 1.72
C -6.26 -2.12 0.71
H 3.53 1.86 2.65
H 4.48 -0.51 4.35
C -3.29 -1.48 -0.31
F -6.53 -0.13 3.19
H -0.42 1.13 -10.29
H 5.07 1.35 7.21
H -3.93 1.19 -0.43
H -7.56 -3.95 4.04
C 6.90 4.19 -1.93
C 2.45 2.21 2.62
H 4.47 1.08 -4.35
H -7.30 -2.33 1.14
F -1.07 -2.44 -0.60
C 2.34 1.29 -9.61
C 5.92 1.94 6.86
```

Here are the Löwdin charges for atoms 1 to 8, given in e: atom 1 (C): -0.10, atom 2 (H): 0.11, atom 3 (H): 0.04, atom 4 (H): 0.08, atom 5 (H): 0.09, atom 6 (O): 0.06, atom 7 (H): 0.08, atom 8 (H): 0.09

(5)
A structure of composition C23H37Al2BCl3F4KN5O11, computed with ωB97M-V/def2-TZVPD.

Calculated values
* frontier orbital gap: 1.77 eV
* highest occupied orbital energy: -4.22 eV
* ΔE to the lowest compared entry with this formula, charge and spin: 0.0 kJ/mol
* total charge: -1

```
87
C23H37Al2BCl3F4KN5O11 ωB97M-V/def2-TZVPD
C -11.33 1.36 -2.06
O -10.72 2.34 -2.55
F 6.10 -2.40 -0.45
H -1.21 -3.53 0.09
C -5.18 0.52 1.81
H 3.36 1.04 0.51
H 2.20 3.61 -4.33
H 1.31 -0.87 -0.15
Cl 0.77 1.02 7.03
H 2.23 1.17 -4.93
H -3.38 -1.70 7.77
C 1.94 0.52 2.14
H 0.64 2.13 -0.16
H 3.96 1.14 -4.73
N -7.20 0.32 -1.09
N -3.88 -1.64 5.28
C -0.78 -0.10 -0.26
H 1.38 -3.64 -1.74
H 4.43 -0.12 2.91
H 2.10 -1.63 1.59
H -4.17 -2.53 5.68
H -4.07 -1.47 4.30
C 3.11 3.08 -4.62
Cl 0.87 -1.08 9.03
C -1.77 -0.99 -0.99
H 0.83 -0.17 -1.69
Al 5.52 -4.00 -0.34
C -1.27 -1.87 -2.18
H -0.67 -1.26 -2.88
H 4.45 -1.86 2.59
N -3.12 -0.83 7.32
H 3.96 3.57 -4.13
F 3.87 -4.03 -0.83
C -3.38 -0.27 0.35
O 2.89 1.43 -2.93
H -0.82 1.10 -3.02
C 2.38 1.32 0.89
O -1.15 -4.03 -0.72
H -4.62 2.01 3.31
H 6.69 1.65 -5.55
H 4.45 -0.67 1.22
C -2.50 0.57 1.05
C 3.04 1.59 -4.27
O 8.35 2.17 -7.58
O -10.47 0.26 -1.79
H -2.70 -0.10 7.88
H -2.16 -2.16 -2.75
Al -2.23 -2.29 3.93
H 3.24 3.21 -5.70
H 2.48 2.37 1.22
H 2.29 -1.24 3.30
N -3.03 -1.10 -0.69
C 6.19 1.49 -6.52
H 6.89 3.56 -7.38
H 6.65 2.37 -8.66
C 2.54 -0.90 2.28
C -2.97 1.37 2.12
H -9.67 0.71 -2.11
H 1.56 1.15 9.23
C -4.28 1.37 2.51
H -1.10 1.01 -4.51
F 5.61 -4.54 1.28
O -5.63 -1.13 0.12
C 4.09 -0.90 2.22
O 0.62 -3.69 -2.34
C -6.55 -0.44 -0.52
H -2.24 1.99 2.63
C 1.38 1.34 -0.29
H 1.96 1.63 -1.18
C 0.76 -0.04 -0.61
C 7.17 2.54 -7.70
Cl -0.77 1.27 9.48
K 0.98 -0.99 -3.04
H -6.23 0.53 2.10
O -2.99 0.44 5.46
F 6.42 -5.02 -1.36
N -1.17 0.66 0.72
O 5.01 1.82 -6.64
H 2.28 1.08 3.02
C -3.30 -0.58 6.01
C 0.72 0.66 8.75
C -4.74 -0.27 0.79
B -0.57 -3.26 -1.70
H 0.85 0.44 2.23
H 6.48 0.45 -6.79
O -0.42 0.81 -3.85
O -12.52 1.21 -1.78
```

Here are the Löwdin charges for atoms 1 to 8, given in e: atom 1 (C): -0.85, atom 2 (O): -0.11, atom 3 (F): -0.20, atom 4 (H): 0.10, atom 5 (C): 0.00, atom 6 (H): 0.11, atom 7 (H): 0.05, atom 8 (H): 0.13

(6)
A cluster of 2 separate species, C13H14Cl4N2O2 in total, computed with ωB97M-V/def2-TZVPD.

Calculated values
* frontier orbital gap: 4.74 eV
* highest occupied orbital energy: -7.35 eV
* ΔE to the lowest compared entry with this formula, charge and spin: 27.6 kJ/mol

```
35
C13H14Cl4N2O2 ωB97M-V/def2-TZVPD
H -2.61 1.50 -0.46
N -0.14 2.21 -1.10
H -0.77 -1.85 -2.29
Cl -1.71 0.61 2.89
H -1.50 3.16 0.21
C 1.26 -2.06 2.79
H -0.90 -1.77 -0.52
H 0.59 2.71 -2.98
C -0.25 -1.58 -1.37
H -1.48 3.78 -1.45
C -0.67 0.90 -1.06
H -2.38 -0.29 -0.71
C -0.85 -0.89 2.82
H 1.46 3.46 -1.66
C 1.31 0.06 -2.33
H 2.53 1.31 -1.07
C -1.55 -2.07 2.80
C -0.87 3.39 -0.64
C 0.56 -0.89 2.81
Cl 2.98 -2.05 2.79
H 0.62 -2.22 -1.28
H 0.92 0.06 -3.36
H 2.00 -0.78 -2.27
H -0.17 4.17 -0.34
C -1.95 0.69 -0.69
O 1.23 -4.38 2.78
O -1.51 -4.38 2.75
C 2.02 1.38 -2.03
C 1.00 2.52 -1.99
C -0.88 -3.34 2.78
N 0.17 -0.18 -1.43
Cl 1.41 0.62 2.81
H 2.80 1.59 -2.78
Cl -3.27 -2.06 2.81
C 0.60 -3.34 2.78
```

Here are the Löwdin charges for atoms 1 to 8, given in e: atom 1 (H): 0.03, atom 2 (N): -0.13, atom 3 (H): 0.09, atom 4 (Cl): 0.72, atom 5 (H): 0.07, atom 6 (C): -0.60, atom 7 (H): 0.07, atom 8 (H): 0.12